Entry 1:
A cluster of 9 separate species, C38H100N9O14 in total at a distorted geometry, computed with the ωB97M-V functional and the def2-TZVPD basis.

Element x y z (Å)
N  0.580  0.224  0.896
O  0.658  1.263  0.322
O  0.138  -0.751  0.312
O  1.029  0.152  2.030
C  -4.004  3.293  8.514
O  -2.961  4.188  8.222
C  -1.875  3.639  7.504
C  -0.875  4.698  7.085
N  0.376  4.059  6.654
C  1.418  5.009  6.302
C  1.093  5.811  5.025
O  -0.083  6.583  4.907
C  -0.449  6.827  3.574
H  -4.517  3.046  7.585
H  -4.729  3.745  9.192
H  -3.526  2.375  8.856
H  -2.210  2.943  6.735
H  -1.378  2.942  8.179
H  -0.803  5.384  7.928
H  -1.367  5.234  6.274
H  0.149  3.429  5.898
H  2.376  4.494  6.240
H  1.538  5.777  7.066
H  1.111  5.107  4.193
H  1.858  6.574  4.881
H  -0.638  5.905  3.024
H  0.322  7.358  3.015
H  -1.344  7.441  3.474
C  5.014  -8.722  7.114
O  3.814  -9.215  6.562
C  2.661  -8.573  7.052
C  2.353  -7.321  6.280
N  1.894  -7.725  4.975
C  2.137  -6.608  3.980
C  3.585  -6.606  3.477
O  3.868  -7.787  2.748
C  5.194  -7.881  2.285
H  5.136  -9.080  8.136
H  4.890  -7.639  7.123
H  5.910  -9.020  6.569
H  2.685  -8.416  8.130
H  1.847  -9.266  6.837
H  3.151  -6.587  6.393
H  1.539  -6.898  6.869
H  2.552  -8.456  4.744
H  1.875  -5.671  4.470
H  1.409  -6.669  3.171
H  4.176  -6.617  4.392
H  3.758  -5.703  2.891
H  6.001  -7.562  2.945
H  5.297  -7.295  1.372
H  5.209  -8.934  2.005
C  -6.022  4.200  -4.342
O  -6.623  2.935  -4.126
C  -7.666  2.652  -5.073
C  -8.408  1.287  -4.850
N  -7.483  0.171  -5.088
C  -8.019  -1.143  -4.991
C  -7.789  -1.971  -3.641
O  -6.435  -1.994  -3.243
C  -6.194  -2.982  -2.244
H  -5.369  4.558  -3.545
H  -6.653  5.045  -4.618
H  -5.375  4.095  -5.213
H  -7.327  2.687  -6.108
H  -8.419  3.437  -4.997
H  -9.229  1.140  -5.552
H  -8.856  1.259  -3.856
H  -7.056  0.239  -6.001
H  -7.558  -1.729  -5.787
H  -9.097  -1.083  -5.136
H  -8.203  -2.971  -3.775
H  -8.399  -1.501  -2.870
H  -6.387  -3.974  -2.651
H  -6.799  -2.956  -1.338
H  -5.161  -2.935  -1.900
C  7.593  -0.205  9.110
C  7.288  -1.011  7.862
C  8.078  -2.338  7.775
O  9.448  -2.137  7.524
C  10.143  -3.355  7.427
N  5.822  -1.234  7.913
H  7.321  -0.602  10.088
H  7.127  0.777  9.031
H  8.653  0.035  9.188
H  7.587  -0.518  6.937
H  7.734  -2.840  6.871
H  7.862  -2.931  8.664
H  11.140  -3.190  7.019
H  9.553  -4.025  6.802
H  10.158  -3.720  8.454
H  5.452  -0.325  8.150
H  5.375  -1.473  7.040
C  -5.811  3.203  1.709
C  -6.961  2.185  1.450
C  -8.329  2.823  1.069
O  -9.467  1.961  1.159
C  -10.715  2.561  0.872
N  -6.440  1.254  0.460
H  -4.952  2.730  2.184
H  -6.147  3.911  2.467
H  -5.542  3.771  0.819
H  -7.075  1.546  2.326
H  -8.330  3.342  0.111
H  -8.413  3.652  1.772
H  -10.923  3.390  1.548
H  -11.477  1.823  1.125
H  -10.861  2.791  -0.183
H  -5.978  0.480  0.916
H  -7.163  0.802  -0.083
C  7.028  0.842  -7.980
C  5.864  0.438  -7.196
C  5.869  0.883  -5.741
O  6.498  -0.170  -4.965
C  6.333  0.178  -3.583
N  4.784  1.032  -7.941
H  7.953  0.653  -7.435
H  6.996  1.912  -8.184
H  6.988  0.265  -8.904
H  5.753  -0.643  -7.280
H  4.863  1.009  -5.339
H  6.424  1.817  -5.662
H  6.827  -0.627  -3.039
H  5.275  0.231  -3.325
H  6.762  1.144  -3.316
H  3.908  0.542  -7.834
H  4.939  0.715  -8.887
C  2.690  7.137  -4.984
C  1.670  7.335  -6.169
C  2.200  8.076  -7.415
O  1.128  8.077  -8.417
C  0.196  9.133  -8.239
N  1.234  5.993  -6.501
H  2.236  6.565  -4.175
H  2.986  8.102  -4.573
H  3.634  6.732  -5.348
H  0.834  7.881  -5.734
H  3.067  7.622  -7.895
H  2.451  9.102  -7.145
H  0.674  10.110  -8.309
H  -0.288  9.034  -7.268
H  -0.623  9.089  -8.958
H  0.540  6.043  -7.234
H  1.899  5.569  -7.133
C  -3.246  -6.681  -6.879
C  -2.310  -5.593  -6.746
C  -1.025  -5.958  -5.951
O  -0.368  -4.777  -5.666
C  0.785  -4.911  -4.868
N  -2.080  -5.206  -8.108
H  -4.249  -6.386  -7.186
H  -3.311  -7.148  -5.897
H  -2.920  -7.465  -7.563
H  -2.863  -4.800  -6.242
H  -0.389  -6.625  -6.534
H  -1.352  -6.481  -5.052
H  1.254  -3.935  -4.749
H  1.468  -5.647  -5.293
H  0.475  -5.305  -3.900
H  -2.914  -4.678  -8.320
H  -1.608  -4.324  -7.974

Its gap between HOMO and LUMO is 0.2125 Eh. The calculation puts the total energy at -3053.5121 a.u. The value obtained for the LUMO energy is 1.897 eV. As for the total charge: -1.

***

Entry 2:
A cluster of 13 separate species, C38H101ClN10O10 in total at a distorted geometry, computed with the ωB97M-V functional and the def2-TZVPD basis.

Element x y z (Å)
N  -27.378  -11.066  -35.203
H  -27.861  -10.211  -34.968
H  -26.391  -10.855  -35.157
H  -27.748  -11.477  -36.048
H  -27.525  -11.792  -34.517
N  -32.978  -11.278  -30.786
H  -32.615  -10.442  -31.222
H  -32.443  -12.052  -31.153
H  -33.981  -11.334  -30.897
H  -32.877  -11.131  -29.792
N  -30.903  -12.735  -34.807
H  -31.249  -11.849  -35.145
H  -29.934  -12.785  -34.526
H  -31.205  -13.472  -35.428
H  -31.372  -12.925  -33.933
N  -30.838  -16.240  -31.693
H  -31.031  -15.249  -31.667
H  -30.229  -16.470  -30.921
H  -30.274  -16.356  -32.522
H  -31.684  -16.781  -31.804
N  -27.083  -15.500  -34.158
H  -27.800  -16.200  -34.028
H  -27.038  -15.266  -35.139
H  -26.173  -15.797  -33.837
H  -27.371  -14.649  -33.697
C  -30.842  -18.340  -36.926
C  -29.937  -18.390  -35.943
C  -29.767  -17.293  -34.901
O  -29.120  -17.356  -33.759
C  -30.406  -16.159  -35.104
C  -31.296  -15.939  -36.220
C  -31.604  -17.212  -37.156
O  -32.618  -17.268  -37.868
O  -31.741  -14.771  -36.464
O  -29.164  -19.428  -35.894
H  -30.919  -19.177  -37.604
H  -30.402  -15.422  -34.315
O  -28.517  -13.275  -33.442
C  -28.724  -13.197  -32.046
C  -30.188  -12.816  -31.482
O  -31.303  -13.565  -31.718
H  -28.059  -12.358  -31.843
H  -28.354  -14.088  -31.539
H  -30.320  -11.766  -31.742
H  -30.034  -12.874  -30.404
Cl  -30.928  -8.897  -33.944
O  -31.739  -9.700  -33.016
O  -29.482  -9.105  -33.850
O  -31.277  -9.313  -35.266
O  -31.323  -7.540  -33.768
C  -32.499  -13.734  -28.009
C  -33.286  -12.718  -27.208
N  -33.162  -11.312  -27.790
C  -31.852  -10.708  -27.710
C  -31.415  -10.272  -26.347
C  -34.331  -10.533  -27.311
C  -34.630  -9.375  -28.282
H  -32.879  -14.741  -27.839
H  -31.441  -13.744  -27.745
H  -32.653  -13.626  -29.082
H  -34.273  -13.169  -27.114
H  -32.885  -12.523  -26.213
H  -31.076  -11.380  -28.075
H  -31.783  -9.814  -28.330
H  -31.269  -11.185  -25.770
H  -30.480  -9.714  -26.297
H  -32.203  -9.653  -25.917
H  -34.189  -10.140  -26.304
H  -35.253  -11.112  -27.250
H  -33.692  -8.823  -28.343
H  -35.384  -8.706  -27.867
H  -34.824  -9.590  -29.333
C  -25.265  -18.391  -33.111
C  -24.315  -17.302  -33.732
N  -24.547  -15.907  -33.230
C  -24.471  -15.838  -31.767
C  -24.964  -14.476  -31.243
C  -23.585  -14.917  -33.779
C  -23.417  -15.083  -35.293
H  -25.059  -18.776  -32.112
H  -25.208  -19.303  -33.706
H  -26.283  -18.019  -32.998
H  -23.240  -17.477  -33.683
H  -24.570  -17.308  -34.792
H  -25.143  -16.622  -31.417
H  -23.473  -16.158  -31.467
H  -24.114  -13.805  -31.117
H  -25.799  -13.952  -31.708
H  -25.242  -14.613  -30.198
H  -22.640  -15.237  -33.339
H  -23.832  -13.900  -33.476
H  -22.633  -14.371  -35.550
H  -24.245  -14.848  -35.962
H  -22.915  -15.982  -35.650
C  -30.780  -6.013  -27.751
C  -30.681  -6.972  -28.938
N  -29.388  -7.638  -28.964
C  -29.364  -8.389  -30.260
C  -28.274  -9.438  -30.284
C  -28.124  -6.918  -28.666
C  -27.617  -6.020  -29.833
H  -31.813  -5.671  -27.690
H  -30.066  -5.191  -27.689
H  -30.428  -6.465  -26.823
H  -31.378  -7.794  -28.773
H  -30.836  -6.466  -29.892
H  -30.265  -8.992  -30.381
H  -29.388  -7.716  -31.116
H  -28.504  -10.193  -29.532
H  -28.353  -10.030  -31.196
H  -27.269  -9.022  -30.210
H  -27.349  -7.673  -28.533
H  -28.191  -6.428  -27.694
H  -27.599  -6.665  -30.711
H  -26.619  -5.652  -29.594
H  -28.224  -5.133  -30.013
C  -31.496  -19.022  -29.734
C  -30.074  -19.022  -30.246
N  -29.346  -17.767  -30.059
C  -27.986  -18.075  -30.399
C  -27.079  -18.660  -29.270
C  -29.557  -17.025  -28.834
C  -28.853  -15.704  -28.846
H  -32.056  -19.920  -29.993
H  -32.009  -18.172  -30.185
H  -31.644  -19.048  -28.654
H  -29.599  -19.915  -29.838
H  -30.247  -19.190  -31.309
H  -27.798  -18.508  -31.382
H  -27.599  -17.075  -30.595
H  -27.184  -19.745  -29.288
H  -26.017  -18.416  -29.280
H  -27.368  -18.290  -28.287
H  -29.281  -17.600  -27.951
H  -30.633  -16.878  -28.735
H  -28.649  -15.534  -29.903
H  -27.904  -15.640  -28.315
H  -29.497  -14.874  -28.554
C  -23.865  -10.985  -36.857
C  -23.813  -10.455  -35.392
N  -25.025  -9.837  -34.865
C  -24.949  -9.655  -33.395
C  -24.913  -10.887  -32.515
C  -25.115  -8.467  -35.454
C  -26.544  -7.805  -35.126
H  -22.887  -11.332  -37.192
H  -24.077  -10.142  -37.515
H  -24.714  -11.646  -37.027
H  -23.603  -11.316  -34.757
H  -22.995  -9.735  -35.359
H  -24.163  -8.939  -33.157
H  -25.855  -9.108  -33.131
H  -25.347  -11.797  -32.930
H  -23.878  -11.172  -32.327
H  -25.473  -10.696  -31.600
H  -24.970  -8.600  -36.526
H  -24.208  -7.970  -35.111
H  -26.893  -7.670  -34.102
H  -27.320  -8.397  -35.610
H  -26.383  -6.836  -35.598

Its multiplicity is 2. Its gap between HOMO and LUMO (spin up / spin down) is 0.2499 / 0.1929 Eh. The calculation puts the total energy at -3267.8567 a.u. The value obtained for the LUMO energy (spin up / spin down) is -2.931 / -4.481 eV. As for the expectation value of S²: 0.806. As for the total charge: +1.

***

Entry 3:
A cluster of 15 separate species, C38H101NO16 in total at a distorted geometry, computed with the ωB97M-V functional and the def2-TZVPD basis.

Element x y z (Å)
C  5.654  1.450  -2.329
C  4.788  1.643  -3.155
C  3.593  1.711  -4.162
C  3.547  0.506  -5.197
C  3.339  -0.920  -4.527
C  1.823  -1.259  -4.222
O  0.993  -0.519  -4.715
O  1.368  -2.370  -3.485
C  1.242  -2.060  -2.059
C  0.181  -0.921  -1.758
C  0.776  0.547  -1.663
C  0.640  -3.413  -1.425
C  -0.911  -3.579  -1.802
C  -1.417  -5.071  -1.592
C  -3.001  -5.255  -1.864
C  -3.767  -3.895  -2.124
C  -5.341  -4.040  -2.243
C  -5.935  -2.555  -2.157
C  -7.482  -2.468  -2.496
C  -7.692  -1.102  -3.307
C  -9.201  -0.624  -3.336
C  -9.782  -0.258  -1.894
C  -8.962  0.887  -1.149
N  2.595  -1.768  -1.589
C  2.714  -1.620  -0.120
C  3.328  -0.186  0.283
C  4.532  -0.359  1.292
H  6.379  1.214  -1.517
H  3.766  2.648  -4.778
H  2.603  1.890  -3.640
H  2.776  0.755  -5.973
H  4.551  0.518  -5.728
H  3.961  -0.911  -3.579
H  3.814  -1.722  -5.178
H  -0.590  -0.964  -2.577
H  -0.389  -1.106  -0.796
H  1.813  0.605  -2.101
H  0.727  1.008  -0.638
H  0.131  1.199  -2.335
H  1.257  -4.261  -1.851
H  0.677  -3.416  -0.303
H  -1.145  -3.185  -2.831
H  -1.458  -2.964  -1.021
H  -0.850  -5.711  -2.338
H  -1.239  -5.445  -0.538
H  -3.492  -5.768  -0.980
H  -3.076  -5.865  -2.811
H  -3.377  -3.320  -3.008
H  -3.586  -3.245  -1.208
H  -5.652  -4.538  -3.209
H  -5.755  -4.581  -1.335
H  -5.687  -2.112  -1.140
H  -5.358  -1.916  -2.902
H  -7.843  -3.368  -3.069
H  -8.032  -2.390  -1.493
H  -7.091  -0.317  -2.761
H  -7.256  -1.233  -4.342
H  -9.258  0.309  -3.969
H  -9.902  -1.379  -3.812
H  -9.787  -1.188  -1.264
H  -10.827  0.151  -2.053
H  -8.056  1.244  -1.712
H  -8.608  0.450  -0.164
H  -9.612  1.771  -0.911
H  3.265  -2.469  -1.929
H  1.729  -1.689  0.448
H  3.446  -2.393  0.263
H  3.569  0.440  -0.622
H  2.529  0.394  0.850
H  4.151  -0.529  2.348
H  5.127  -1.293  1.042
H  5.164  0.572  1.311
C  0.591  -1.297  3.146
O  0.616  -2.583  2.541
H  -0.107  -0.664  2.598
H  0.261  -1.383  4.184
H  1.589  -0.854  3.107
H  1.239  -3.120  3.044
C  6.784  -1.883  -3.571
O  6.303  -2.524  -2.392
H  7.858  -2.043  -3.645
H  6.293  -2.311  -4.449
H  6.580  -0.812  -3.516
H  5.353  -2.366  -2.351
C  7.438  3.229  1.642
O  7.476  1.928  1.063
H  6.725  3.839  1.090
H  7.121  3.156  2.686
H  8.427  3.689  1.584
H  8.114  1.411  1.570
C  6.086  -0.805  -8.562
O  6.732  -0.405  -7.359
H  5.063  -0.430  -8.550
H  6.613  -0.387  -9.423
H  6.069  -1.896  -8.629
H  7.633  -0.748  -7.392
C  4.812  5.348  2.873
O  5.541  6.267  2.065
H  5.357  5.188  3.802
H  3.825  5.759  3.097
H  4.710  4.398  2.345
H  5.041  6.392  1.250
C  -7.599  -1.529  1.821
O  -8.038  -2.512  0.887
H  -6.796  -0.949  1.368
H  -8.426  -0.864  2.074
H  -7.227  -2.019  2.724
H  -8.746  -3.011  1.310
C  -9.687  1.305  4.526
O  -9.170  0.021  4.195
H  -8.939  2.058  4.285
H  -10.592  1.497  3.947
H  -9.911  1.347  5.596
H  -9.850  -0.626  4.417
C  -9.521  4.989  2.420
O  -10.011  4.306  3.568
H  -8.441  4.859  2.371
H  -9.976  4.572  1.518
H  -9.754  6.054  2.495
H  -10.966  4.435  3.590
C  6.665  3.874  6.333
O  6.172  2.887  5.435
H  7.473  4.417  5.844
H  5.865  4.573  6.592
H  7.047  3.395  7.237
H  5.460  2.421  5.887
C  9.030  7.087  1.709
O  8.544  6.441  2.874
H  10.105  6.924  1.641
H  8.546  6.669  0.822
H  8.832  8.161  1.769
H  7.592  6.600  2.911
C  4.452  -5.218  0.332
O  5.687  -4.638  0.716
H  3.859  -5.418  1.223
H  3.915  -4.516  -0.314
H  4.630  -6.155  -0.202
H  6.187  -4.470  -0.093
C  -8.316  2.296  8.522
O  -7.595  3.247  7.752
H  -7.789  2.135  9.462
H  -9.320  2.675  8.731
H  -8.378  1.350  7.977
H  -8.079  3.373  6.927
C  7.179  -2.292  3.172
O  7.909  -1.376  2.369
H  7.718  -2.457  4.105
H  6.192  -1.880  3.394
H  7.078  -3.241  2.639
H  7.406  -1.251  1.554
C  -1.623  2.852  0.819
O  -0.384  3.405  1.245
H  -2.235  2.644  1.696
H  -2.144  3.567  0.177
H  -1.445  1.921  0.274
H  0.138  3.580  0.453

Its gap between HOMO and LUMO is 0.3356 Eh. The calculation puts the total energy at -2766.6071 a.u. The value obtained for the LUMO energy is 0.372 eV.